[1]
{
  "formula": "C2H8O2",
  "method": "wB97M-V/def2-TZVPD",
  "symbols": ["C", "C", "H", "H", "H", "H", "H", "H", "H", "H", "O", "O"],
  "coordinates": [[2.892, 0.465, 0.254], [-2.861, -0.439, 0.161], [1.212, -0.731, -0.261], [3.993, 0.155, 0.343], [2.955, 1.305, -0.670], [2.381, 0.841, 1.139], [-3.037, 1.807, -0.443], [-2.459, -0.858, 1.026], [-3.866, -0.414, 0.451], [-2.880, -1.358, -0.433], [2.221, -0.740, -0.270], [-2.031, 0.627, -0.186]],
  "forces_ev_per_angstrom": [[0.6, 0.1, -3.8], [0.8, -2.1, 0.0], [2.2, 0.7, 0.2], [-1.8, 0.4, 0.5], [-0.5, -1.9, 2.6], [0.5, 0.1, 0.0], [3.7, -4.1, 0.7], [1.1, -0.5, 2.0], [-1.8, 1.6, 0.1], [0.5, 0.5, -1.4], [-0.9, 0.6, 0.5], [-4.3, 4.5, -1.4]],
  "lowdin_charge": [-0.155, -0.293, 0.096, 0.086, 0.118, 0.055, 0.329, 0.048, 0.053, 0.076, -0.200, -0.212],
  "e_lumo_ev": -1.041,
  "e_above_lowest_kcal_mol": 116.64,
  "homo_lumo_gap_ev": 8.95,
  "fmax_ev_per_a": 6.4,
  "e_tot_ha": -231.27643
}

---

[2]
{
  "formula": "C15H35N4O13",
  "method": "wB97M-V/def2-TZVPD",
  "symbols": ["C", "C", "O", "N", "H", "H", "C", "H", "H", "H", "H", "H", "H", "C", "C", "O", "N", "H", "H", "C", "H", "H", "H", "H", "H", "H", "C", "C", "O", "N", "H", "H", "C", "H", "H", "H", "H", "H", "H", "C", "C", "O", "N", "H", "H", "C", "H", "H", "H", "H", "H", "H", "O", "C", "O", "O", "H", "O", "C", "O", "O", "H", "O", "C", "O", "O", "H"],
  "coordinates": [[-1.325, 10.856, 12.116], [-2.035, 9.658, 11.513], [-2.917, 9.037, 12.082], [-1.819, 9.434, 10.007], [-2.560, 9.965, 9.572], [-0.957, 9.882, 9.731], [-1.775, 7.927, 9.609], [-0.251, 10.941, 11.949], [-1.626, 10.847, 13.163], [-1.644, 11.765, 11.606], [-2.601, 7.349, 10.022], [-0.846, 7.457, 9.931], [-1.830, 7.861, 8.522], [2.559, 15.363, 4.445], [1.458, 15.575, 3.379], [0.223, 15.575, 3.535], [1.949, 15.659, 1.976], [2.949, 15.520, 1.963], [1.632, 14.941, 1.340], [1.820, 17.106, 1.484], [3.227, 14.562, 4.127], [2.123, 15.222, 5.434], [3.203, 16.240, 4.495], [1.055, 17.170, 0.710], [2.758, 17.463, 1.057], [1.583, 17.811, 2.281], [-0.945, 6.793, 0.071], [-1.716, 6.850, -1.258], [-2.935, 6.691, -1.449], [-0.794, 7.144, -2.440], [0.130, 7.301, -2.065], [-0.761, 6.277, -2.958], [-1.244, 8.275, -3.355], [-0.253, 5.953, 0.127], [-1.685, 6.767, 0.871], [-0.275, 7.650, 0.144], [-1.453, 9.151, -2.741], [-2.122, 7.998, -3.938], [-0.459, 8.486, -4.081], [0.786, 10.008, 4.211], [2.253, 9.940, 3.977], [2.854, 10.642, 3.203], [3.067, 8.937, 4.840], [2.927, 9.214, 5.801], [2.640, 8.025, 4.764], [4.578, 8.772, 4.507], [0.543, 8.977, 4.465], [0.296, 10.320, 3.288], [0.694, 10.654, 5.084], [5.078, 8.020, 5.118], [4.983, 9.783, 4.552], [4.513, 8.493, 3.455], [2.806, 12.856, 9.450], [2.839, 11.537, 9.281], [3.757, 10.827, 9.696], [1.866, 10.982, 8.656], [1.978, 12.918, 8.968], [1.067, 3.590, 7.368], [1.630, 4.562, 6.742], [2.768, 4.802, 7.021], [0.983, 5.164, 5.918], [1.804, 3.479, 7.972], [7.283, 4.309, 3.781], [6.894, 3.883, 2.654], [6.396, 2.756, 2.554], [6.961, 4.620, 1.640], [6.781, 3.622, 4.227]],
  "forces_ev_per_angstrom": [[-0.1, -0.5, -0.5], [-2.3, -0.1, 2.0], [2.6, 1.1, -2.1], [0.3, -1.8, 1.0], [-0.5, -0.2, -0.5], [0.8, 0.2, -0.2], [-0.2, 0.2, -0.5], [0.2, -0.7, 0.2], [0.3, 0.3, -0.1], [-0.6, 0.1, 0.0], [-0.1, 0.6, 0.2], [0.1, 0.5, 0.1], [0.1, 0.2, 0.1], [-0.8, 0.7, -1.0], [-4.2, -1.4, 2.4], [4.7, 0.2, -0.7], [1.6, 1.8, -0.1], [0.6, -0.3, 0.4], [-1.1, -0.1, -0.2], [-0.4, 0.5, -0.9], [-0.2, -0.3, 0.1], [0.0, -0.2, -0.3], [0.0, 0.3, 0.0], [0.0, -0.1, 0.3], [0.1, -0.5, 0.0], [-0.2, -0.6, 0.3], [-0.7, 0.2, -1.0], [-4.2, -0.7, 1.0], [5.4, 0.8, 0.3], [-1.0, 0.4, -0.4], [0.5, 0.2, 0.0], [0.1, -0.5, -0.5], [0.1, 0.0, -0.1], [-0.3, -0.4, -0.1], [0.3, -0.1, 0.0], [-0.2, 0.4, 0.1], [0.0, -0.2, -0.1], [0.0, -0.3, 0.5], [0.2, -0.1, 0.3], [1.1, -1.4, 0.3], [1.9, 1.3, -1.4], [-0.4, -1.2, 1.1], [0.4, 0.3, -0.4], [0.0, 0.1, 1.0], [-0.4, -0.9, 0.1], [-1.4, 1.0, -1.1], [-0.9, 0.1, 0.3], [0.0, 0.2, 0.4], [-0.6, 0.1, 0.0], [-0.4, 0.1, 0.1], [0.3, -0.3, 0.3], [0.6, -0.3, 0.1], [-0.4, 1.1, -0.1], [1.6, -5.3, 0.2], [0.7, 1.4, 0.5], [-1.7, 1.4, -0.8], [-0.7, 1.3, -0.2], [-1.9, -3.2, 2.5], [-0.1, 2.0, -2.2], [5.1, 0.9, 1.8], [-3.2, 2.3, -3.2], [0.0, -1.2, 0.9], [1.0, 1.4, 4.4], [-1.6, -0.3, -7.8], [-0.6, -2.0, 1.4], [0.8, 1.5, 0.0], [0.3, -0.4, 1.9]],
  "lowdin_charge": [0.034, -0.341, 0.156, 0.116, 0.175, 0.153, 0.056, 0.105, 0.106, 0.101, 0.100, 0.117, 0.101, 0.048, -0.352, 0.136, 0.096, 0.160, 0.184, 0.045, 0.097, 0.108, 0.102, 0.111, 0.108, 0.115, 0.039, -0.314, 0.156, 0.090, 0.164, 0.185, 0.039, 0.115, 0.108, 0.089, 0.109, 0.112, 0.108, 0.032, -0.368, 0.125, 0.119, 0.176, 0.168, 0.076, 0.100, 0.099, 0.110, 0.125, 0.097, 0.104, 0.071, -0.911, -0.017, -0.173, 0.068, 0.096, -1.078, -0.019, -0.078, 0.100, 0.106, -1.000, -0.058, -0.104, 0.103],
  "e_lumo_ev": -4.758,
  "e_above_lowest_kcal_mol": 219.02,
  "homo_lumo_gap_ev": 1.14,
  "charge": 1,
  "fmax_ev_per_a": 8.0,
  "e_tot_ha": -1789.05206
}

---

[3]
{
  "formula": "C4H4BrClN2",
  "method": "wB97M-V/def2-TZVPD",
  "symbols": ["C", "C", "C", "C", "N", "N", "Cl", "Br", "H", "H", "H", "H"],
  "coordinates": [[0.478, 0.975, 0.676], [-1.661, -0.311, -0.815], [0.665, -0.295, 0.002], [-0.686, 2.205, -0.987], [-0.706, -0.806, -0.330], [-0.221, 1.964, 0.157], [-1.745, 3.514, -1.259], [-0.168, 1.349, -2.758], [0.570, 1.041, 1.749], [-2.625, -0.161, -1.210], [1.145, -0.234, -0.976], [1.129, -1.063, 0.614]],
  "forces_ev_per_angstrom": [[0.4, 0.0, 0.3], [1.8, 0.0, 0.9], [1.3, 0.6, 0.4], [-0.5, -1.4, -0.7], [-2.5, 0.0, -1.0], [0.2, 0.0, -0.1], [-0.3, 0.6, -0.3], [0.0, 0.5, 0.5], [0.1, -0.3, 0.1], [-0.6, 0.0, -0.3], [-0.1, -0.2, 0.0], [0.1, 0.2, 0.0]],
  "lowdin_charge": [-0.214, 0.069, -0.215, -1.163, 0.071, -0.071, 0.588, 0.568, 0.090, 0.091, 0.073, 0.113],
  "e_lumo_ev": [-0.129, -0.133],
  "e_above_lowest_kcal_mol": 80.82,
  "homo_lumo_gap_ev": [7.11, 7.11],
  "fmax_ev_per_a": 2.7,
  "e_tot_ha": -3298.38601
}

---

[4]
{
  "formula": "C15H21F9NO4",
  "method": "wB97M-V/def2-TZVPD",
  "symbols": ["F", "C", "F", "F", "C", "C", "C", "C", "N", "C", "C", "H", "H", "H", "H", "H", "H", "H", "H", "H", "H", "H", "C", "C", "O", "C", "O", "C", "F", "F", "F", "H", "H", "H", "H", "H", "C", "C", "O", "C", "O", "C", "F", "F", "F", "H", "H", "H", "H", "H"],
  "coordinates": [[-1.688, -3.364, -1.281], [-1.514, -2.218, -1.938], [-1.666, -2.455, -3.256], [-0.210, -1.854, -1.761], [-2.456, -1.147, -1.437], [-2.539, 0.116, -2.313], [-1.204, 0.632, -2.867], [-0.308, 1.223, -1.828], [0.390, 2.196, -2.300], [0.154, 2.331, -3.765], [-1.297, 1.845, -3.840], [-3.448, -1.607, -1.374], [-2.141, -0.894, -0.421], [-3.221, -0.041, -3.154], [-2.990, 0.902, -1.697], [-0.673, -0.150, -3.423], [-0.293, 0.959, -0.772], [0.976, 2.792, -1.724], [0.467, 3.263, -4.229], [0.775, 1.543, -4.218], [-1.570, 1.585, -4.863], [-1.974, 2.600, -3.428], [1.732, -4.640, -0.020], [2.911, -3.807, 0.431], [2.626, -3.103, 1.658], [2.681, -3.818, 2.773], [2.967, -4.969, 2.882], [2.338, -2.911, 3.975], [1.215, -2.214, 3.740], [3.328, -2.036, 4.182], [2.165, -3.630, 5.070], [0.840, -4.018, -0.105], [1.941, -5.085, -0.992], [1.517, -5.442, 0.684], [3.125, -3.017, -0.286], [3.812, -4.406, 0.554], [-1.364, 2.151, 3.795], [-0.116, 2.020, 2.953], [-0.236, 2.751, 1.698], [-0.072, 4.066, 1.788], [0.195, 4.709, 2.751], [-0.224, 4.693, 0.387], [-1.328, 4.255, -0.235], [0.826, 4.301, -0.387], [-0.238, 6.002, 0.432], [-2.240, 1.816, 3.239], [-1.263, 1.538, 4.689], [-1.528, 3.182, 4.105], [0.047, 0.988, 2.651], [0.772, 2.370, 3.477]],
  "forces_ev_per_angstrom": [[0.0, 0.0, -0.1], [0.0, 0.0, 0.0], [0.0, 0.0, 0.2], [-0.1, 0.0, 0.0], [-0.1, 0.1, -0.1], [0.1, 0.0, 0.1], [-0.5, 0.4, -0.3], [0.1, 0.4, 0.0], [-0.4, -0.5, 0.1], [0.2, -0.8, -0.3], [0.4, 0.1, 0.1], [0.2, 0.1, 0.1], [0.0, -0.1, -0.1], [0.2, -0.1, 0.1], [0.0, 0.0, -0.2], [0.1, -0.1, 0.3], [0.2, 0.1, -0.1], [0.1, 0.0, -0.1], [-0.3, 0.3, 0.5], [0.0, 0.3, 0.0], [-0.1, -0.1, 0.2], [0.0, 0.0, -0.2], [-0.1, 0.0, 0.2], [0.1, -0.1, -0.3], [-0.1, 0.1, 0.0], [0.0, 0.0, -0.1], [0.0, -0.1, 0.0], [0.0, -0.1, 0.0], [-0.1, 0.1, 0.0], [0.1, 0.1, 0.0], [0.0, 0.0, 0.1], [0.0, 0.0, -0.1], [0.0, 0.0, 0.0], [0.1, 0.0, 0.0], [0.0, 0.0, 0.0], [0.0, 0.0, 0.1], [-0.1, 0.1, -0.1], [0.0, -0.3, 0.3], [0.0, 0.0, -0.1], [0.1, -0.1, 0.0], [0.0, 0.1, 0.1], [-0.1, -0.1, 0.1], [-0.1, 0.0, 0.0], [0.2, 0.1, -0.1], [0.0, 0.0, 0.0], [0.0, -0.1, 0.0], [0.0, 0.0, 0.0], [0.0, 0.0, 0.0], [0.0, 0.0, -0.1], [0.0, 0.1, 0.0]],
  "lowdin_charge": [0.159, -0.619, 0.148, 0.106, -0.057, -0.119, -0.263, 0.059, 0.141, -0.081, -0.086, 0.144, 0.133, 0.136, 0.131, 0.159, 0.166, 0.154, 0.139, 0.141, 0.137, 0.134, -0.054, -0.190, 0.022, -0.403, 0.186, -0.555, 0.150, 0.170, 0.190, 0.063, 0.088, 0.083, 0.121, 0.129, -0.051, -0.179, 0.004, -0.409, 0.205, -0.533, 0.156, 0.120, 0.218, 0.084, 0.091, 0.083, 0.120, 0.131],
  "e_lumo_ev": -4.371,
  "homo_lumo_gap_ev": 8.80,
  "charge": 1,
  "fmax_ev_per_a": 0.9,
  "e_tot_ha": -1838.49646
}

---

[5]
{
  "formula": "C34H45BBaF6N8S6Sb",
  "method": "wB97M-V/def2-TZVPD",
  "symbols": ["Ba", "C", "C", "C", "C", "N", "C", "C", "N", "B", "N", "C", "C", "N", "C", "S", "C", "C", "C", "C", "N", "C", "C", "N", "C", "S", "C", "C", "C", "C", "C", "S", "H", "H", "H", "H", "H", "H", "H", "H", "H", "H", "H", "H", "H", "H", "H", "H", "H", "H", "H", "H", "H", "H", "H", "H", "H", "H", "H", "H", "H", "H", "H", "H", "H", "H", "S", "C", "S", "S", "C", "N", "C", "C", "C", "C", "C", "N", "C", "C", "C", "C", "C", "C", "H", "H", "H", "H", "H", "H", "H", "H", "H", "H", "H", "F", "Sb", "F", "F", "F", "F", "F"],
  "coordinates": [[0.575, -1.085, -0.958], [-1.007, 6.027, -0.120], [-0.634, 4.602, -0.568], [0.849, 4.394, -0.271], [-0.864, 4.442, -2.077], [-1.516, 3.671, 0.134], [-2.886, 3.806, 0.035], [-3.451, 2.813, 0.745], [-2.460, 2.047, 1.288], [-2.788, 0.816, 2.151], [-1.692, 0.641, 3.209], [-1.493, 1.650, 4.109], [-0.444, 1.331, 4.891], [0.020, 0.104, 4.481], [-0.746, -0.299, 3.417], [-0.579, -1.745, 2.590], [1.096, -0.656, 5.108], [2.192, -0.927, 4.076], [1.696, 0.142, 6.272], [0.507, -1.964, 5.649], [-3.054, -0.455, 1.333], [-3.572, -1.558, 1.958], [-3.911, -2.466, 1.023], [-3.607, -1.934, -0.208], [-3.049, -0.707, 0.008], [-2.469, 0.344, -1.175], [-4.071, -2.471, -1.492], [-2.933, -2.603, -2.504], [-5.145, -1.511, -2.022], [-4.681, -3.858, -1.278], [-1.269, 2.556, 0.891], [0.226, 1.959, 1.341], [-0.335, 6.741, -0.590], [-0.911, 6.113, 0.961], [-2.026, 6.284, -0.400], [1.419, 5.163, -0.791], [1.181, 3.420, -0.615], [1.051, 4.459, 0.794], [-0.187, 5.093, -2.626], [-1.886, 4.695, -2.349], [-0.679, 3.413, -2.378], [-3.349, 4.583, -0.535], [-4.486, 2.579, 0.893], [-3.805, 1.075, 2.748], [-2.111, 2.525, 4.110], [0.013, 1.896, 5.672], [2.525, 0.011, 3.636], [1.813, -1.559, 3.278], [3.037, -1.425, 4.543], [2.132, 1.073, 5.916], [2.484, -0.454, 6.727], [0.948, 0.358, 7.034], [0.071, -2.526, 4.828], [-0.268, -1.754, 6.386], [1.289, -2.559, 6.113], [-3.633, -1.610, 3.026], [-4.298, -3.450, 1.163], [-2.571, -1.629, -2.817], [-3.296, -3.115, -3.392], [-2.113, -3.182, -2.083], [-4.721, -0.518, -2.151], [-5.986, -1.453, -1.329], [-5.504, -1.861, -2.986], [-3.939, -4.528, -0.850], [-5.000, -4.257, -2.238], [-5.557, -3.820, -0.633], [-0.442, -7.373, -0.982], [-0.443, -5.690, -0.913], [-1.477, -4.897, 0.158], [0.552, -4.808, -1.950], [3.397, 1.374, -1.547], [2.953, 0.130, -0.962], [3.834, -0.563, -0.327], [3.574, -1.776, 0.321], [4.478, -2.559, 1.065], [3.756, -3.639, 1.535], [2.451, -3.470, 1.058], [2.335, -2.362, 0.338], [4.143, 1.164, -2.839], [5.403, 1.706, -3.052], [6.051, 1.524, -4.263], [5.442, 0.807, -5.279], [4.193, 0.246, -5.067], [3.562, 0.410, -3.850], [4.033, 1.931, -0.842], [2.507, 1.976, -1.755], [4.868, -0.194, -0.257], [5.522, -2.342, 1.223], [4.115, -4.454, 2.139], [1.604, -4.117, 1.219], [5.881, 2.280, -2.268], [7.039, 1.944, -4.413], [5.942, 0.685, -6.231], [3.703, -0.321, -5.846], [2.602, -0.046, -3.675], [-0.012, -1.257, -3.016], [-0.254, -0.641, -4.825], [-1.153, -2.233, -5.306], [-1.944, 0.146, -4.510], [-0.286, -0.026, -6.638], [0.521, 1.038, -4.322], [1.410, -1.475, -5.217]],
  "forces_ev_per_angstrom": [[-0.5, 0.6, 4.6], [0.0, -0.2, -0.1], [0.4, 0.5, -0.3], [-0.1, 0.0, -0.1], [0.0, 0.0, 0.2], [-0.5, -0.6, 0.3], [-0.6, 0.0, 0.1], [-0.2, 0.4, -0.2], [0.1, 0.5, -0.1], [0.2, 0.0, -0.2], [0.2, -0.2, 0.5], [0.1, 0.2, 0.5], [-0.3, 0.5, 0.1], [-0.5, 0.4, -0.5], [-0.1, -0.4, 0.0], [0.2, -0.6, -0.7], [0.5, -0.5, 0.3], [-0.1, 0.0, 0.0], [-0.2, -0.1, -0.3], [0.1, 0.1, -0.1], [-0.3, -0.4, -0.2], [-0.4, -0.3, 0.0], [-0.2, 0.0, 0.8], [0.5, 0.3, 0.5], [0.0, 0.4, -0.1], [0.4, 0.4, -0.7], [-0.4, -0.1, -0.8], [0.1, 0.1, 0.0], [0.1, -0.1, 0.0], [0.1, 0.2, 0.2], [0.3, 0.1, 0.2], [0.9, -0.7, -0.1], [0.1, 0.1, -0.1], [0.0, 0.0, 0.1], [-0.1, 0.1, 0.0], [-0.1, 0.2, -0.1], [0.1, 0.1, 0.0], [0.1, 0.0, 0.0], [0.1, 0.1, -0.1], [-0.1, 0.0, -0.1], [0.0, -0.1, 0.0], [-0.1, 0.1, -0.1], [-0.2, 0.0, 0.0], [-0.2, 0.1, 0.1], [-0.1, 0.2, 0.0], [0.1, 0.1, 0.2], [0.1, 0.1, 0.0], [0.1, 0.0, 0.0], [0.1, -0.1, 0.1], [0.1, 0.1, 0.0], [0.0, -0.1, 0.0], [0.0, 0.0, 0.1], [0.0, -0.1, 0.1], [-0.1, 0.0, 0.1], [0.2, -0.1, 0.1], [0.0, -0.1, 0.2], [-0.1, -0.2, -0.1], [-0.1, 0.0, 0.1], [-0.1, -0.1, -0.1], [0.1, -0.1, 0.0], [0.0, 0.0, 0.0], [-0.1, 0.0, 0.1], [-0.1, -0.1, -0.2], [0.0, -0.1, 0.0], [0.1, 0.0, -0.1], [-0.1, 0.0, 0.1], [0.0, 0.1, 0.1], [0.0, 0.3, -0.3], [0.3, -0.2, 0.1], [-0.2, -0.1, 0.2], [0.1, 0.2, 0.0], [0.0, 0.0, 0.0], [0.3, 0.5, -0.1], [0.3, -0.7, 0.5], [0.2, 0.4, -0.2], [0.0, -0.3, 0.2], [0.0, -0.2, 0.1], [0.3, -0.2, 0.1], [0.1, 0.1, 0.0], [-0.1, 0.1, 0.1], [0.2, 0.0, -0.1], [0.1, 0.1, -0.1], [-0.1, -0.1, -0.1], [0.0, 0.0, 0.1], [-0.1, 0.1, -0.1], [0.1, 0.1, 0.1], [0.0, 0.0, 0.0], [0.1, 0.0, 0.0], [0.0, -0.1, 0.1], [-0.2, -0.1, 0.0], [0.0, 0.0, 0.1], [0.0, 0.0, 0.0], [0.0, 0.0, 0.0], [0.0, -0.1, 0.0], [0.0, 0.0, -0.1], [-1.0, -0.3, -3.9], [-0.4, 0.7, -2.3], [0.2, 0.2, 0.3], [0.3, -0.2, 0.2], [0.0, -0.2, 0.5], [0.0, -0.7, 0.2], [-0.2, 0.3, 0.3]],
  "lowdin_charge": [1.682, -0.040, -0.550, -0.110, -0.016, -0.007, -0.080, -0.098, 0.000, -0.630, 0.005, -0.103, -0.071, -0.010, -0.719, 0.687, -0.560, -0.045, -0.060, -0.054, 0.026, -0.126, -0.082, 0.003, -0.690, 0.657, -0.545, -0.066, -0.043, -0.060, -0.721, 0.687, 0.079, 0.089, 0.065, 0.082, 0.023, 0.052, 0.084, 0.076, 0.092, 0.106, 0.118, 0.122, 0.118, 0.099, 0.091, 0.018, 0.084, 0.082, 0.081, 0.076, 0.015, 0.083, 0.080, 0.116, 0.105, -0.003, 0.092, 0.038, 0.034, 0.082, 0.082, 0.027, 0.086, 0.076, 0.434, -2.028, 0.508, 0.464, -0.206, -0.160, -0.148, -0.383, -0.083, -0.118, -0.218, -0.189, -0.208, -0.059, -0.112, -0.108, -0.068, -0.035, 0.116, 0.103, 0.133, 0.084, 0.074, 0.088, 0.101, 0.090, 0.091, 0.100, 0.070, -0.742, 1.389, -0.344, -0.360, -0.383, -0.360, -0.347],
  "s2": 0.76,
  "e_lumo_ev": [3.790, 3.138],
  "homo_lumo_gap_ev": [6.42, 5.77],
  "charge": -2,
  "fmax_ev_per_a": 4.6,
  "e_tot_ha": -5040.03476,
  "multiplicity": 2
}